## 1
Computed, not measured: C3H6N2S in the gas phase, with ωB97M-V/def2-TZVPD.

Structure (XYZ):
```
12
Properties=species:S:1:pos:R:3:nbo_charge:R:1
C -0.85564 0.98172 -0.04790 0.25
C 1.23774 -0.29488 0.72692 -0.25
C 1.36220 -0.24853 -0.75886 -0.26
H -1.87954 -1.40786 0.09244 0.14
H -0.21439 1.96034 0.08483 0.14
H 1.10503 -1.19588 1.29680 0.23
H 1.65904 0.54735 1.36774 0.21
H 1.18809 -1.28382 -1.18301 0.23
H 1.49711 0.56517 -1.41802 0.23
N -2.08742 1.05720 -0.00179 -0.52
N -0.05065 -0.18431 -0.11497 -0.49
S -2.96156 -0.49651 -0.04417 0.09
```

Calculated values
HOMO energy = -8.710 eV
Gap between HOMO and LUMO = 9.57 eV
SMILES string = S/N=C\N1CC1


## 2
Computed, not measured: C3H6N2S in the gas phase, with ωB97M-V/def2-TZVPD.

Structure (XYZ):
```
12
Properties=species:S:1:pos:R:3:nbo_charge:R:1
C -1.59411 -0.31590 0.05752 0.12
C -0.64285 0.64895 -0.00667 -0.45
C 0.76488 0.34103 0.05045 0.09
H -3.25727 0.89242 0.07689 0.40
H -3.50462 -0.87183 0.03462 0.40
H -1.29392 -1.38853 0.14780 0.23
H -0.82512 1.68953 0.17208 0.19
H 2.55729 1.33488 -0.11687 0.40
H 1.20227 2.38412 -0.12502 0.38
N -2.90687 -0.06415 -0.08532 -0.78
N 1.55634 1.45542 0.00560 -0.78
S 1.46297 -1.11400 -0.01495 -0.21
```

Calculated values
HOMO energy = -7.927 eV
Gap between HOMO and LUMO = 8.73 eV
SMILES string = N/C=C/C(N)=S


Most stable structure: 2


## 1
Computed, not measured: C3H6N2S in the gas phase, with ωB97M-V/def2-TZVPD.

Structure (XYZ):
```
12
Properties=species:S:1:pos:R:3:nbo_charge:R:1
C 0.37610 -0.77116 0.00679 0.08
C 0.53053 0.69688 -0.00196 -0.31
C 1.72754 1.30107 -0.00633 -0.26
H -2.17113 0.09499 -0.83345 0.36
H -2.12684 0.08387 0.85168 0.35
H -1.04477 -2.23383 -0.00020 0.40
H -0.34952 1.29277 -0.00769 0.20
H 2.61121 0.72746 0.00539 0.22
H 1.80974 2.38230 -0.00042 0.20
N -2.08674 -0.49645 -0.00632 -0.64
N -0.90395 -1.22319 -0.00301 -0.42
S 1.62783 -1.85471 -0.00448 -0.18
```

Calculated values
HOMO energy = -8.426 eV
Gap between HOMO and LUMO = 8.31 eV
SMILES string = C=CC(=S)NN


## 2
Computed, not measured: C3H6N2S in the gas phase, with ωB97M-V/def2-TZVPD.

Structure (XYZ):
```
12
Properties=species:S:1:pos:R:3:nbo_charge:R:1
C 1.01596 0.43003 0.88239 0.43
C 0.44642 -0.03462 -0.31066 -0.45
C -1.01019 -0.34836 -0.44293 -0.31
H 0.61141 1.16600 2.73580 0.38
H -0.28504 -0.20184 2.37641 0.39
H 2.72948 1.11011 0.01406 0.40
H 2.77720 1.23697 1.79061 0.40
H 1.08719 -0.19505 -1.17505 0.22
H -1.57768 -0.29280 0.48105 0.17
N 0.59449 0.24229 2.20152 -0.81
N 2.14722 1.14209 0.87708 -0.80
S -1.70298 -0.79977 -1.78411 -0.03
```

Calculated values
HOMO energy = -7.838 eV
Gap between HOMO and LUMO = 8.27 eV
SMILES string = NC(N)=CC=S


Most stable structure: 2


## 1
Computed, not measured: C3H6N2S in the gas phase, with ωB97M-V/def2-TZVPD.

Structure (XYZ):
```
12
Properties=species:S:1:pos:R:3:nbo_charge:R:1
C -0.79251 -0.69933 -0.51967 0.11
C 0.37882 -0.18367 -0.04478 -0.44
C 0.32700 0.81031 1.03456 0.08
H -0.22838 -2.36949 -1.70733 0.39
H -1.86272 -1.98486 -1.60845 0.38
H -1.70023 -0.25130 -0.22710 0.21
H 1.34959 -0.61349 -0.33533 0.21
H 1.18974 2.50886 1.68031 0.41
H 1.82464 1.89282 0.11511 0.40
N -0.91548 -1.66064 -1.48264 -0.79
N 1.31725 1.73031 0.99346 -0.79
S -0.88773 0.82049 2.10185 -0.18
```

Calculated values
HOMO energy = -7.738 eV
Gap between HOMO and LUMO = 8.58 eV
SMILES string = N/C=C/C(N)=S


## 2
Computed, not measured: C3H6N2S in the gas phase, with ωB97M-V/def2-TZVPD.

Structure (XYZ):
```
12
Properties=species:S:1:pos:R:3:nbo_charge:R:1
C -2.72963 0.26990 -0.06463 -0.07
C 1.10369 0.18213 0.14905 0.35
C 2.24682 -0.67977 0.02688 -0.71
N 0.84520 1.34871 0.10762 -0.61
N -1.46829 0.22539 0.16073 -0.62
S -0.54399 -1.13454 0.09058 0.17
H -3.15198 1.24094 -0.13714 0.16
H -3.62400 -0.48607 -0.15508 0.16
H 1.82891 -1.60501 -0.42144 0.24
H 2.93692 -0.25546 -0.82175 0.24
H 2.69927 -0.80625 1.02373 0.26
H -0.14291 1.70003 0.04145 0.42
```

Calculated values
HOMO energy = -8.608 eV
Gap between HOMO and LUMO = 9.48 eV
SMILES string = [H]/N=C(/C)SN=C


## 3
Computed, not measured: C3H6N2S in the gas phase, with ωB97M-V/def2-TZVPD.

Structure (XYZ):
```
12
Properties=species:S:1:pos:R:3:nbo_charge:R:1
C -0.43759 0.72395 -0.77658 -0.03
C 0.71462 1.39567 -1.03951 -0.46
C 0.43820 -1.02428 0.72150 0.28
H -2.71947 -0.18087 1.14115 0.10
H -1.36846 1.03951 -1.19321 0.20
H 1.60117 1.15952 -0.46525 0.24
H 0.76945 2.02584 -1.90375 0.21
H 0.09026 -1.99878 1.02383 0.16
H 2.15191 -1.21482 1.33549 0.35
N -0.62255 -0.42581 0.01557 -0.59
N 1.56812 -0.48175 0.95509 -0.67
S -2.18566 -1.01819 0.18567 0.21
```

Calculated values
HOMO energy = -8.639 eV
Gap between HOMO and LUMO = 9.27 eV
SMILES string = [H]/N=C/N(S)C=C


## 4
Computed, not measured: C3H6N2S in the gas phase, with ωB97M-V/def2-TZVPD.

Structure (XYZ):
```
12
Properties=species:S:1:pos:R:3:nbo_charge:R:1
C 0.70279 -1.24028 -1.41091 -0.66
C -0.12431 -0.56145 -0.34431 0.10
C -0.93788 1.44824 1.74216 -0.11
H 1.16143 -2.12766 -1.00588 0.24
H 0.06587 -1.53096 -2.23833 0.25
H 1.52676 -0.61430 -1.80093 0.20
H 1.30957 0.86133 -0.33537 0.39
H -1.04867 2.24275 2.42402 0.18
H -1.68900 0.67900 1.67582 0.20
N 0.42889 0.58306 0.08761 -0.40
N 0.12330 1.52299 1.02387 -0.24
S -1.51876 -1.26271 0.18225 -0.15
```

Calculated values
HOMO energy = -8.433 eV
Gap between HOMO and LUMO = 8.79 eV
SMILES string = C=NNC(C)=S


Most stable structure: 1


## 1
Computed, not measured: 2 unconnected molecules or ions with the total composition C3H6N2S, with ωB97M-V/def2-TZVPD.

Structure (XYZ):
```
12
Properties=species:S:1:pos:R:3:nbo_charge:R:1
C -1.17932 -0.29806 -0.63523 0.33
C 1.99015 1.55149 -0.14321 -0.06
C -1.81108 -1.49664 -0.13553 -0.74
N -0.83163 0.68374 -1.05062 -0.39
N 1.21928 0.79413 0.55898 -0.52
S 1.46135 -0.70462 1.18114 -0.20
H 1.68040 2.51114 -0.44075 0.19
H 3.00765 1.34540 -0.27095 0.19
H -2.22163 -1.40653 0.82828 0.26
H -1.01778 -2.25627 -0.01608 0.27
H -2.66364 -1.90380 -0.69306 0.25
H 0.36626 1.18001 0.81703 0.41
```

Calculated values
HOMO energy (spin up / spin down) = -8.048 / -8.048 eV
Gap between HOMO and LUMO (spin up / spin down) = 8.30 / 8.30 eV
SMILES string = C=[NH+][S-].CC#N


## 2
Computed, not measured: C3H6N2S in the gas phase, with ωB97M-V/def2-TZVPD.

Structure (XYZ):
```
12
Properties=species:S:1:pos:R:3:nbo_charge:R:1
C 0.92476 0.61315 -0.75590 0.00
C 0.84292 1.94495 -0.56280 -0.51
C -0.62763 -1.45631 -0.45664 -0.44
N 0.21682 -0.30817 -0.07373 -0.64
N -1.24634 -0.60528 2.22797 -1.13
S -1.29304 -0.29467 0.79463 1.27
H 1.48413 0.05618 -1.60378 0.20
H 1.60885 2.69016 -0.91207 0.22
H 0.03700 2.33199 0.18414 0.20
H -0.95992 -1.40648 -1.64665 0.21
H -0.24906 -2.40833 -0.06755 0.22
H -0.73850 -1.15720 2.87238 0.40
```

Calculated values
HOMO energy = -8.344 eV
Gap between HOMO and LUMO = 9.26 eV


Most stable structure: 1